ORCA calculation (the ωB97M-V functional and the def2-TZVPD basis) on a molecular structure, C23H39N5O2 in a non-equilibrium geometry.

Each line ends with the Löwdin charge.
Atoms and positions in Å:
C -5.070 4.534 -0.337  -0.14
C -3.557 4.784 0.061  -0.17
H -3.106 5.509 -0.678  0.10
H -3.454 5.101 1.029  0.04
C -2.615 3.333 -0.058  -0.22
N -1.419 3.320 0.371  -0.21
C -0.929 3.294 1.701  0.08
C 0.482 3.661 1.307  -0.12
C 0.667 3.684 -0.087  -0.45
N -0.483 3.582 -0.587  0.17
C 1.728 3.885 -0.854  -0.03
H 2.546 3.007 -0.812  0.15
H 1.877 4.084 -1.752  -0.01
H 2.327 4.801 -0.359  0.15
C 1.538 3.753 2.422  -0.04
N 1.941 2.364 3.130  -0.21
C 1.194 1.643 3.990  -0.21
C 0.235 0.602 3.117  -0.09
H -0.531 1.364 2.370  0.13
H -0.429 -0.023 3.773  0.09
C 1.173 -0.208 2.055  -0.20
N 0.107 -1.303 1.459  -0.07
C -0.662 -0.720 0.307  -0.21
C -0.001 -0.950 -0.973  -0.17
H -0.605 -0.506 -2.078  0.20
H 0.918 -0.016 -1.123  0.15
C 0.885 -2.258 -1.177  -0.19
C -0.472 -3.184 -1.630  -0.38
O -1.565 -3.168 -1.234  0.10
N 0.023 -4.476 -1.927  -0.07
C 1.264 -4.810 -2.633  -0.15
H 2.168 -4.072 -2.489  0.15
C 1.137 -5.142 -4.033  -0.29
O 0.338 -6.208 -4.224  -0.09
C -0.987 -5.828 -3.740  -0.22
H -1.905 -6.548 -4.036  0.17
C -0.873 -5.402 -2.381  -0.29
H -2.098 -5.220 -1.718  0.24
H -0.730 -6.418 -1.748  0.16
H -1.548 -4.999 -4.346  0.14
H 2.086 -5.554 -4.250  0.14
H 0.712 -4.448 -4.500  0.07
H 1.675 -5.879 -2.017  0.21
C 1.694 -2.715 0.004  -0.14
C 0.782 -2.539 1.093  -0.22
H 1.444 -2.649 2.171  0.18
H -0.021 -3.124 1.294  0.10
H 2.024 -3.590 0.005  0.04
H 2.458 -1.903 -0.144  0.14
H 1.290 -2.298 -2.236  0.13
H -0.852 0.371 0.440  0.12
H -1.445 -1.287 0.269  0.04
C 1.977 0.942 1.241  -0.08
C 2.792 1.679 2.309  -0.21
H 3.384 2.385 1.725  0.13
H 3.253 1.052 2.908  0.08
H 1.430 1.298 0.582  -0.03
H 2.641 0.048 0.659  0.16
H 1.691 -0.744 2.757  0.08
H 0.285 2.342 4.718  0.20
H 1.832 1.168 4.545  0.04
H 0.965 4.273 3.445  0.17
H 2.336 4.363 2.112  0.07
H -1.583 3.205 2.453  0.08
H -3.270 2.566 0.717  0.18
H -2.841 2.899 -0.991  0.09
H -5.498 3.804 0.343  0.04
H -5.683 5.519 -0.333  0.09
H -5.064 3.971 -1.396  0.10

Summary:
Charge = 0
Multiplicity = 1
Relative energy (zero: lowest compared OMol25 entry of this formula, charge and spin) = 2099.38 kJ/mol
DFT total energy = -36008.017 eV
LUMO level = 0.65 eV
Orbital gap = 8.2290 eV

=====

ORCA calculation (the ωB97M-V functional and the def2-TZVPD basis) on a single C5H8N4 molecule in a non-equilibrium geometry.

Each line ends with the Löwdin charge.
Atoms and positions in Å:
C -0.304 -1.249 -0.928  -0.07
C 0.175 -0.229 0.128  -0.34
C -0.550 1.130 -0.078  -0.09
C -0.137 -0.635 1.574  -0.27
C 0.043 -1.784 2.315  -0.07
N -0.819 -2.103 3.304  0.03
N -1.736 -1.271 3.671  -0.03
N -1.596 -0.035 3.281  0.00
N -0.833 0.196 2.263  0.05
H 0.157 -2.248 -1.001  0.08
H -0.352 -0.750 -1.837  0.04
H -1.279 -1.618 -0.555  0.09
H 1.298 -0.149 -0.054  0.15
H -1.570 1.179 0.398  0.09
H -0.665 1.316 -1.189  0.09
H 0.056 1.878 0.451  0.08
H 1.088 -2.327 2.371  0.15

Summary:
Charge = 0
Multiplicity = 1
Relative energy (zero: lowest compared OMol25 entry of this formula, charge and spin) = 341.54 kJ/mol
DFT total energy = -11271.012 eV
LUMO level = -0.06 eV
Orbital gap = 9.5801 eV

=====

ORCA calculation (the ωB97M-V functional and the def2-TZVPD basis) on a molecular structure, C14H26NO3PSZn in a non-equilibrium geometry.

Each line ends with the Löwdin charge.
Atoms and positions in Å:
C -1.527 -3.444 -1.625  -0.09
C -1.296 -2.338 -2.435  -0.04
C -0.651 -1.203 -1.901  -0.27
C -0.319 -1.154 -0.558  -0.16
C -0.466 -2.302 0.220  -0.33
C -1.057 -3.469 -0.316  -0.05
C -0.314 -0.074 -2.839  -0.14
C -0.881 1.274 -2.419  -0.17
N -0.923 1.481 -0.942  -0.33
Zn 0.765 0.582 -0.096  0.54
C 0.023 -2.294 1.647  -0.29
P -0.182 -0.541 2.154  0.73
H -1.593 -2.281 -3.485  0.11
H -1.157 -4.321 0.366  0.11
H -2.099 -4.297 -2.017  0.11
H 1.111 -2.448 1.733  0.09
H -0.548 -2.981 2.295  0.10
H 0.775 0.080 -2.948  0.11
H -0.772 -0.324 -3.800  0.11
H -0.233 2.065 -2.823  0.13
C 0.594 -0.408 3.778  -0.28
C -1.989 -0.714 2.583  -0.27
H -1.911 1.368 -2.804  0.13
C -2.230 1.036 -0.385  -0.07
C -0.800 2.927 -0.671  -0.08
H 1.439 0.100 1.430  0.07
H -3.016 1.625 -0.887  0.10
H -2.425 -0.030 -0.556  0.09
H -2.261 1.234 0.694  0.07
H -1.700 3.448 -1.047  0.10
H -0.701 3.054 0.416  0.09
H 0.103 3.319 -1.164  0.09
H -2.147 -1.434 3.403  0.04
H -2.296 0.288 2.900  0.03
H -2.619 -1.011 1.733  0.04
H 0.172 -1.083 4.531  0.05
H 1.664 -0.577 3.635  0.04
H 0.433 0.644 4.039  0.05
H 1.077 1.120 1.559  0.11
C 4.200 1.206 0.238  -0.19
S 3.410 2.083 -0.998  0.47
O 2.862 3.244 -0.320  -0.36
O 4.327 2.291 -2.094  -0.31
O 2.341 0.883 -1.314  -0.49
H 5.101 1.850 0.215  0.08
H 4.223 0.181 -0.234  0.09
H 3.493 1.342 1.110  0.05

Summary:
Charge = 0
Multiplicity = 1
DFT total energy = -91109.079 eV
LUMO level = -1.22 eV
Orbital gap = 6.4483 eV

=====

ORCA calculation (the ωB97M-V functional and the def2-TZVPD basis) on a single C5H7NO molecule in a non-equilibrium geometry.

Each line ends with the Löwdin charge.
Atoms and positions in Å:
C -0.905 -0.595 1.429  -0.01
C -0.086 -0.043 0.300  -0.61
C 1.308 -0.464 -0.121  0.02
C 0.118 -0.365 -1.105  -0.15
C -0.166 1.084 -1.619  -0.10
N 0.083 2.037 -0.767  0.12
O -0.016 1.319 0.490  -0.13
H -0.700 -1.734 1.866  0.14
H -1.923 -0.311 1.262  0.05
H -0.605 0.186 2.366  0.15
H 1.818 0.472 -0.202  0.11
H 1.456 -1.432 0.330  0.11
H -0.426 -1.284 -1.365  0.14
H 0.044 1.131 -2.865  0.17

Summary:
Charge = 0
Multiplicity = 1
Relative energy (zero: lowest compared OMol25 entry of this formula, charge and spin) = 539.24 kJ/mol
DFT total energy = -8830.614 eV
LUMO level = 0.84 eV
Orbital gap = 9.8736 eV

=====

ORCA calculation (the ωB97M-V functional and the def2-TZVPD basis) on 2 unconnected molecules or ions with the total composition C4H10O2 in a non-equilibrium geometry.

Each line ends with the Löwdin charge.
Atoms and positions in Å:
C 3.871 1.932 -0.437  -0.06
C 2.431 1.669 -0.207  -0.35
O 1.578 2.512 -0.318  0.04
H 4.515 1.359 0.280  0.08
H 3.765 2.956 -0.080  0.08
H 4.383 1.675 -1.425  0.11
H 2.155 0.711 0.124  0.09
C -3.293 -1.423 0.782  -0.08
C -2.355 -1.562 -0.384  -0.29
O -0.963 -1.366 0.032  -0.14
H -3.489 -0.444 1.088  0.05
H -4.213 -2.005 0.532  0.09
H -2.878 -1.958 1.600  0.07
H -2.314 -0.979 -1.331  0.12
H -2.284 -2.607 -0.684  0.10
H -0.910 -0.471 0.429  0.08

Summary:
Charge = 0
Multiplicity = 1
Relative energy (zero: lowest compared OMol25 entry of this formula, charge and spin) = 214.10 kJ/mol
DFT total energy = -8403.328 eV
LUMO level = 0.90 eV
Orbital gap = 10.9316 eV

=====

ORCA calculation (the ωB97M-V functional and the def2-TZVPD basis) on a molecular structure, N2O6Sr2 in a non-equilibrium geometry.

Each line ends with the Löwdin charge.
Atoms and positions in Å:
Sr 4.789 -10.861 -14.245  1.74
Sr -4.233 -6.555 -9.288  1.61
N 2.149 -11.471 -20.495  -0.62
O 3.293 -11.252 -21.076  0.02
O 1.950 -11.841 -19.381  0.06
O 1.246 -10.848 -20.983  0.11
N 0.278 -9.406 -12.791  -0.72
O 0.539 -10.335 -11.934  -0.13
O 0.720 -9.466 -13.888  -0.05
O -0.649 -8.724 -12.602  -0.02

Summary:
Charge = +2
Multiplicity = 1
Relative energy (zero: lowest compared OMol25 entry of this formula, charge and spin) = 783.20 kJ/mol
DFT total energy = -16904.356 eV
LUMO level = -9.47 eV
Orbital gap = 1.0661 eV

=====

ORCA calculation (the ωB97M-V functional and the def2-TZVPD basis) on a molecular structure, C19H48HgO21S6 in a non-equilibrium geometry.

Each line ends with the Löwdin charge.
Atoms and positions in Å:
Hg -1.387 -0.611 -4.966  0.09
C -0.236 -2.247 -0.647  -0.94
O 0.028 -1.108 -1.104  0.30
O -0.731 -2.833 -1.596  0.31
O 0.024 -2.696 0.436  0.24
O -9.118 -2.131 3.144  -0.27
S -8.263 -2.426 4.255  0.65
O -7.835 -1.336 5.127  -0.30
O -8.857 -3.545 5.250  -0.23
C -9.483 -4.649 4.690  -0.35
C -8.931 -5.948 5.163  -0.07
C -6.662 -3.309 3.733  -0.09
H -9.530 -4.686 3.602  0.12
H -10.559 -4.767 4.814  0.13
H -9.018 -6.816 4.509  0.08
H -9.531 -6.270 6.014  0.08
H -7.858 -5.833 5.318  0.08
H -5.942 -2.555 3.413  0.06
H -6.783 -4.040 2.934  0.06
H -6.224 -3.816 4.593  0.06
O 4.413 -1.663 -5.326  -0.30
S 5.748 -1.728 -5.879  0.71
O 6.171 -0.736 -6.905  -0.29
O 6.797 -1.736 -4.505  -0.27
C 6.446 -2.449 -3.395  -0.35
C 7.752 -2.526 -2.563  -0.05
C 6.043 -3.381 -6.456  -0.13
H 6.133 -3.454 -3.677  0.10
H 5.657 -2.003 -2.790  0.12
H 7.570 -3.205 -1.730  0.08
H 7.963 -1.510 -2.230  0.08
H 8.549 -2.963 -3.165  0.08
H 5.524 -3.368 -7.415  0.08
H 5.698 -4.134 -5.748  0.07
H 7.122 -3.512 -6.536  0.08
O 4.664 3.564 5.369  -0.29
S 3.491 2.875 5.852  0.62
O 3.441 2.200 7.096  -0.27
O 2.347 4.029 5.862  -0.29
C 2.252 4.834 4.656  -0.25
C 1.358 5.914 5.203  -0.08
C 2.744 1.711 4.572  -0.10
H 1.830 4.184 3.889  0.11
H 3.171 5.321 4.330  0.12
H 1.452 6.839 4.633  0.08
H 1.732 6.248 6.171  0.09
H 0.289 5.773 5.366  0.08
H 2.836 2.065 3.546  0.06
H 1.740 1.416 4.877  0.07
H 3.309 0.785 4.673  0.06
O 1.488 -9.385 5.063  -0.31
S 1.749 -10.126 3.839  0.69
O 2.646 -11.265 3.935  -0.29
O 0.235 -10.632 3.259  -0.26
C -0.597 -9.588 2.863  -0.35
C -1.963 -9.990 3.360  -0.06
C 2.372 -8.876 2.557  -0.09
H -0.412 -9.451 1.797  0.12
H -0.422 -8.659 3.404  0.11
H -2.125 -9.854 4.430  0.09
H -2.361 -10.954 3.044  0.08
H -2.539 -9.266 2.785  0.08
H 3.371 -8.645 2.927  0.07
H 1.849 -7.924 2.656  0.06
H 2.169 -9.252 1.555  0.07
O 2.087 7.180 -3.699  -0.30
S 2.657 6.237 -4.644  0.67
O 1.883 5.194 -5.277  -0.28
O 3.428 7.162 -5.811  -0.30
C 4.226 6.692 -6.919  -0.26
C 5.102 7.862 -7.410  -0.06
C 4.152 5.711 -3.777  -0.11
H 3.597 6.299 -7.719  0.11
H 4.813 5.829 -6.606  0.11
H 5.527 7.675 -8.396  0.08
H 5.944 7.910 -6.721  0.07
H 4.666 8.856 -7.304  0.08
H 5.036 5.923 -4.378  0.06
H 4.000 4.639 -3.655  0.07
H 4.190 6.285 -2.851  0.07
O -6.338 5.168 -1.449  -0.28
S -5.015 4.897 -1.839  0.68
O -4.485 3.715 -2.587  -0.31
O -4.440 6.202 -2.723  -0.29
C -4.806 7.568 -2.368  -0.25
C -6.011 8.024 -3.257  -0.06
C -3.991 5.159 -0.291  -0.11
H -3.968 8.198 -2.666  0.11
H -4.956 7.686 -1.295  0.10
H -6.902 7.473 -2.954  0.07
H -5.776 7.755 -4.287  0.08
H -6.174 9.096 -3.146  0.07
H -3.825 6.176 0.062  0.05
H -2.981 4.840 -0.552  0.06
H -4.443 4.690 0.583  0.06

Summary:
Charge = 0
Multiplicity = 1
Relative energy (zero: lowest compared OMol25 entry of this formula, charge and spin) = 883.03 kJ/mol
DFT total energy = -132652.864 eV
LUMO level = -5.37 eV
Orbital gap = 3.9179 eV

=====

ORCA calculation (the ωB97M-V functional and the def2-TZVPD basis) on 2 unconnected molecules or ions with the total composition C2H9N2O2 in a non-equilibrium geometry.

Each line ends with the Löwdin charge.
Atoms and positions in Å:
N 1.239 1.518 -0.362  0.05
C 0.231 0.478 -0.065  -0.26
C 0.188 -0.509 -1.223  -0.57
N -0.717 -1.500 -1.118  0.17
O 0.729 -0.218 -2.279  0.02
H 1.540 1.459 -1.346  0.10
H 0.834 2.466 -0.146  0.05
H 2.057 1.380 0.285  0.05
H -0.763 0.928 -0.079  0.10
H 0.405 -0.008 0.875  0.06
H -1.098 -1.779 -0.229  0.09
H -0.799 -2.151 -1.881  0.12
H -2.011 -0.488 2.668  0.05
H -0.612 -0.968 2.783  0.06
O -1.222 -0.607 2.118  -0.09

Summary:
Charge = 0
Multiplicity = 2
Relative energy (zero: lowest compared OMol25 entry of this formula, charge and spin) = 0.00 kJ/mol
DFT total energy = -9292.575 eV
LUMO level (alpha / beta) = 0.35 / 0.22 eV
Orbital gap (alpha / beta) = 3.7664 / 10.8107 eV